Entry 1:
The following is a quantum chemistry calculation of a cluster of 9 separate species, C47H58N10O4 in total, from the OMol25 dataset.

Last column: Löwdin charge in e.
Positions of all 119 atoms, in Å:
C 5.0235 -1.5441 5.7674  -0.08
H -0.7138 -2.4147 1.5567  0.14
H -0.2552 9.7179 9.5825  0.10
C 5.7708 -1.8416 6.8970  -0.09
H 6.8420 -1.9845 6.8384  0.10
C 3.0937 -1.4980 7.1540  -0.15
H -0.2196 1.5152 0.2990  0.09
C -0.7674 -4.2476 -9.2458  -0.17
H 3.8425 1.1020 0.6463  0.07
C 4.0231 -1.6141 -3.2213  -0.14
C -1.1267 2.6491 7.4938  -0.08
H -0.3229 -2.0433 -2.3432  0.13
H -7.2909 -1.7866 3.1190  0.10
N 0.9148 6.6955 7.4652  0.05
C -1.6442 -5.2863 -8.9771  -0.08
H 5.5030 -1.4496 4.8000  0.10
C -1.0402 -2.3363 -1.5518  -0.12
H 0.0950 4.1337 6.5178  0.08
C 4.2517 -1.9307 -4.5504  -0.07
H -0.3678 0.0637 -6.0981  0.10
H 2.2338 -1.3237 -0.2870  0.09
C 0.3201 7.6476 9.5890  -0.08
C 0.7385 6.5983 8.7868  -0.16
H -1.1477 1.8175 -1.1836  0.09
H 0.1923 7.5094 10.6542  0.10
H -2.2786 0.9552 8.1625  0.10
C -5.2936 -1.8250 5.8326  -0.15
N -4.1834 -1.2470 5.3631  0.05
C 5.1103 -1.9525 8.1099  -0.17
C -5.2823 -1.0320 3.2382  -0.07
C -2.5555 -5.6451 -9.9576  -0.08
H -1.3257 3.2528 8.3713  0.10
H 6.9998 -1.6764 -1.9436  0.11
C -1.6572 1.3736 7.3822  -0.07
H 1.0968 -3.9478 -1.1245  0.09
C -2.8964 2.7927 -6.7078  -0.15
C -1.3715 0.6418 6.2413  -0.16
H 5.6519 -2.1866 9.0200  0.10
C -3.0309 -1.9176 -6.7279  -0.07
H -7.3004 -2.5183 5.5046  0.10
H -3.5309 -2.4643 -7.5166  0.10
C 0.2496 8.9983 7.6217  -0.08
H 7.6059 -2.2494 -4.2936  0.10
C -6.4306 -2.0428 5.0716  -0.08
C 6.2384 -1.7551 -2.7119  -0.14
O -0.4002 -0.1300 -0.9264  -0.16
N 3.7926 -1.7860 8.2580  0.05
H 0.8172 7.9350 5.8369  0.10
H -1.5105 1.8932 -8.0825  0.09
O 0.5970 -0.7673 1.4830  -0.09
H 0.4922 2.6740 4.5349  0.10
H -1.4449 6.1642 -7.6667  0.10
H 4.2831 0.5434 -0.9789  0.04
H 3.0320 -1.1337 5.0278  0.05
C -1.3376 4.0390 -8.0024  -0.08
C 3.4543 0.5730 -0.2492  -0.09
H -2.0049 -1.1763 -0.0138  0.14
C -2.8580 5.0589 -6.4844  -0.16
N 1.5665 -0.8152 3.6055  0.07
C -3.5331 -1.9222 -5.4371  -0.15
H 3.0187 -1.4184 -2.8591  0.10
H -0.5390 4.0977 -8.7320  0.10
H -5.2371 -0.6999 2.2097  0.10
C -1.8377 5.1888 -7.4127  -0.08
H -3.2793 5.9295 -5.9943  0.10
H -1.4095 -0.0665 -3.8342  0.10
H -5.2546 -2.1234 6.8743  0.10
H 3.4301 -1.9916 -5.2514  0.10
H -3.2495 -5.2065 -11.9494  0.10
H -3.2813 -0.3995 3.7295  0.10
N -2.9667 -1.2723 -4.4139  0.06
N 4.9875 -1.5237 -2.3006  0.05
H 3.6389 -1.5553 2.0450  0.10
C 0.0722 8.8723 8.9902  -0.08
H -1.8873 0.9071 0.1924  0.09
C -1.8500 -0.5824 -4.6817  -0.15
H -1.7621 -0.3609 6.1091  0.08
O 0.3502 -4.1984 -1.6908  -0.04
H -1.5906 -3.3702 -12.2541  0.10
C -0.1156 2.3309 5.3654  -0.15
C -0.3377 3.1420 6.4660  -0.07
H -2.0411 -2.2925 -2.0313  0.12
N -0.7455 -3.5703 -10.3981  0.05
C -2.5531 -4.9565 -11.1604  -0.08
N 2.9891 -0.8454 1.7211  0.00
N -3.3932 3.8881 -6.1248  0.06
C -0.1164 -1.8270 0.8288  -0.12
H -0.0389 -3.9282 -8.5086  0.10
N -0.6152 1.0963 5.2357  0.05
H -4.4363 -2.4703 -5.1929  0.10
C -0.9621 -1.3018 -0.3711  -0.29
C -1.8764 -1.1959 -6.9795  -0.09
H 0.6549 -2.5113 0.4093  0.10
C 3.6540 -1.3682 5.8923  -0.07
H -3.3508 1.8575 -6.3981  0.10
H 2.0272 -1.3657 7.3049  0.10
C -1.2703 -0.5116 -5.9387  -0.08
C -6.4214 -1.6355 3.7470  -0.08
C 5.5569 -2.1646 -4.9534  -0.08
C -1.8751 2.8129 -7.6445  -0.08
H 2.5858 1.1546 -0.6087  0.06
H 1.0916 -1.5007 4.1803  0.07
H 3.9737 -1.5032 -0.0288  0.09
H 1.6522 -2.4154 2.3054  0.15
H -1.6148 -5.7999 -8.0255  0.10
C -4.1967 -0.8638 4.0825  -0.15
O -0.8439 -3.6937 -1.1289  -0.15
H -3.2587 -6.4509 -9.7864  0.11
C 0.6680 7.8859 6.9097  -0.15
H 0.9479 5.6221 9.2105  0.10
H -1.4536 -1.1668 -7.9774  0.10
H 5.7779 -2.4135 -5.9842  0.11
C 1.6874 -1.3026 2.2105  -0.45
C 3.0981 -0.8744 0.2342  -0.25
H 1.0303 0.0428 3.5254  0.06
C 6.5747 -2.0749 -4.0174  -0.07
C -1.6324 -3.9351 -11.3296  -0.16
H 0.0669 9.9380 7.1181  0.10
C -0.9642 1.0619 -0.3941  -0.09

Force components x, y, z for each atom (eV/Å):
0.029 -0.024 0.036
0.143 0.357 -0.406
0.006 -0.017 -0.011
-0.022 0.014 -0.089
-0.012 -0.005 0.039
0.135 -0.083 0.350
-0.482 -0.252 -0.290
0.129 0.255 -0.196
-0.236 -0.271 -0.528
0.065 0.061 0.350
-0.025 0.006 0.042
-0.113 -0.337 0.589
0.017 0.002 0.013
-0.162 0.278 0.218
-0.061 -0.025 -0.040
-0.014 0.018 0.013
-0.311 0.398 -0.095
0.018 -0.013 -0.014
0.084 -0.012 -0.028
-0.012 0.012 0.045
0.224 0.469 0.332
-0.009 0.070 -0.032
0.083 -0.151 -0.303
0.007 -0.665 0.141
0.014 -0.026 -0.017
0.002 -0.035 -0.037
0.318 0.114 0.032
-0.333 -0.089 -0.213
-0.286 0.017 0.180
-0.078 -0.051 0.044
-0.058 -0.058 0.017
0.006 -0.003 -0.019
0.055 -0.010 -0.047
0.053 0.124 0.018
-0.401 0.235 0.427
-0.239 0.123 0.230
0.161 -0.185 -0.336
0.068 -0.001 -0.030
0.012 0.019 -0.032
0.024 0.007 0.020
-0.004 -0.006 0.023
-0.007 -0.013 0.091
-0.007 0.005 0.030
0.001 0.032 -0.074
-0.233 0.073 0.228
-1.216 0.017 0.071
0.141 0.027 -0.311
-0.016 0.069 -0.002
-0.036 -0.009 0.020
0.044 -1.061 -0.660
0.028 0.069 0.043
-0.020 -0.002 0.024
-0.669 0.082 0.051
0.263 0.043 0.294
0.069 -0.009 -0.065
0.034 -0.199 0.480
0.494 0.501 -0.210
-0.222 -0.199 0.183
0.308 -0.394 -1.251
0.008 0.110 0.392
-0.037 0.010 -0.055
-0.016 0.001 0.013
0.026 0.005 0.018
0.032 -0.059 -0.030
0.040 0.048 -0.036
0.050 0.017 -0.031
-0.067 -0.034 -0.001
-0.013 0.004 0.034
0.024 0.021 -0.007
-0.020 0.029 -0.046
0.252 0.040 -0.428
0.231 -0.203 -0.533
0.034 0.334 0.341
-0.028 0.070 0.041
0.302 -0.155 -0.435
-0.296 -0.118 0.273
-0.108 0.032 0.088
0.380 -0.435 -0.794
-0.056 -0.034 -0.029
-0.066 -0.295 -0.165
-0.009 0.069 0.050
0.484 0.004 0.365
-0.271 -0.260 0.082
0.004 -0.038 0.070
-1.098 -0.886 -1.101
0.298 0.030 -0.272
0.738 -0.267 -0.715
-0.023 -0.063 0.057
-0.029 0.281 0.293
-0.006 -0.027 -0.062
-0.015 -0.982 0.087
0.100 0.028 -0.173
-0.532 0.177 0.261
0.007 -0.010 -0.154
0.061 -0.049 -0.040
-0.014 0.025 -0.069
-0.043 -0.048 -0.011
-0.063 -0.010 -0.055
0.012 -0.015 -0.079
0.032 0.089 -0.013
0.386 -0.380 -0.036
-0.455 0.310 -0.099
-0.532 0.285 0.099
-0.266 0.519 -0.560
0.022 0.030 -0.001
0.225 -0.001 0.278
0.089 0.586 0.219
0.016 0.015 -0.003
0.097 -0.327 -0.046
-0.012 0.017 0.067
-0.009 -0.030 0.008
-0.004 0.005 0.020
0.205 0.328 2.479
1.265 0.673 -0.243
-0.125 -0.078 0.624
-0.057 -0.006 -0.051
0.254 0.200 0.106
0.008 -0.026 -0.020
0.834 1.155 0.687

Results
SMILES: CCN[C@@H](N)OC[C@H](COO)OC.c1ccncc1.c1ccncc1.c1ccncc1.c1ccncc1.c1ccncc1.c1ccncc1.c1ccncc1.c1ccncc1
DFT total energy: -2674.040368 Ha
multiplicity: 1

---

Entry 2:
The following is a quantum chemistry calculation of a structure of composition C23H36N2O4, from the OMol25 dataset.

Last column: Löwdin charge in e.
Positions of all 65 atoms, in Å:
O 4.6462 -2.1090 -1.4429  -0.03
H -5.2292 1.1045 1.4984  0.11
H 0.6354 1.4999 -1.5903  0.03
O -0.7840 -1.1312 0.7873  -0.02
C -3.8817 -0.1747 -0.0907  -0.18
C -4.8961 -1.1345 -0.1057  -0.32
C 1.7772 -1.0250 0.3969  -0.05
C 2.1481 -1.1637 1.9690  0.09
C -5.6122 -3.0319 -1.5576  -0.22
C 2.6101 -1.5378 -0.6527  0.02
H -4.0353 0.2049 2.0793  -0.03
H -3.1559 2.6087 2.2646  0.12
H -3.8400 0.5892 -0.6971  0.06
H 6.4946 -1.4900 -0.7398  0.07
C 3.1838 3.9705 -0.0926  -0.24
H -6.0293 -3.8173 0.5187  0.03
H 1.4586 -0.8654 2.5175  0.01
C 4.3284 -1.8313 1.0423  -0.11
C 0.3623 1.0838 0.3717  -0.13
H 2.3844 -1.2304 -1.7737  0.18
C 5.9958 -2.3733 -0.9410  -0.12
H 3.3087 5.1332 -1.7748  0.15
H 1.3692 4.8249 0.6638  0.14
H 3.8849 3.2483 0.2642  0.08
N -1.1183 1.5848 0.2996  0.17
H 7.3358 -3.4833 0.6466  0.18
C 6.0316 -3.1156 0.5305  -0.45
C 2.9544 4.0737 -1.4309  -0.28
H -3.5733 -2.4527 -0.9279  0.17
H -5.5226 -3.5569 -2.6150  0.12
H 0.7804 1.2560 1.2829  0.08
H 3.5546 4.9625 0.5921  0.17
C 1.7584 3.7646 0.7492  -0.04
H 5.7830 -4.2708 0.1376  0.15
H -2.8737 -0.3583 0.2994  0.09
O 5.5926 -2.6191 1.5174  0.03
C -4.5355 -1.8668 -1.3446  -0.22
H -5.0011 -1.7225 0.8671  0.15
H 3.6057 -1.6588 3.1314  0.22
C -5.7233 -4.1115 -0.4032  -0.10
C -4.1789 0.7413 1.3792  -0.05
H -0.6473 -0.8217 1.6013  -0.03
H -5.9722 -0.7201 -0.2128  0.15
H 1.1995 3.6914 -2.6282  0.12
C -3.1836 2.0166 1.3545  -0.02
C -1.6829 1.4022 1.5391  -0.54
N 0.9346 3.1726 -0.3914  -0.14
H 0.1793 -0.6652 -1.0689  0.09
C 0.3382 -0.5569 -0.0829  -0.11
H 3.6014 3.4459 -2.1335  0.14
H -4.6250 -1.2069 -2.1719  0.10
H 1.0013 4.7872 -1.5834  0.10
C 1.1228 1.7540 -0.8459  -0.10
C 1.4980 3.8253 -1.6021  -0.24
H 1.9154 3.0482 1.4068  0.05
H -6.4411 -4.8824 -0.8121  0.10
C 3.8715 -1.9445 -0.3263  -0.21
H -6.6982 -2.5529 -1.5015  0.12
O -1.3217 1.1741 2.5928  0.15
H -1.3925 1.6873 -0.5514  0.06
H -3.1587 2.5788 0.6932  -0.04
C 3.4296 -1.6649 1.8409  -0.13
H -4.9397 -4.5960 -0.2966  -0.03
H 2.2093 1.3779 -0.6280  0.17
H 6.7681 -2.8690 -1.8180  0.19

Force components x, y, z for each atom (eV/Å):
2.017 -1.186 2.045
0.537 -0.308 -0.645
-3.907 -1.817 -7.724
1.165 -2.005 -7.343
1.667 3.026 9.684
-3.860 -1.628 0.091
-2.071 -1.687 1.233
5.082 -2.141 -15.248
-1.724 0.254 -0.473
-2.236 2.778 0.552
2.473 -7.073 9.274
-0.874 0.051 0.358
-0.144 3.408 -4.153
0.559 2.508 0.122
1.334 2.182 10.373
-1.201 1.425 2.481
-5.271 2.202 6.049
7.436 -4.681 -7.824
-3.305 -2.860 -7.172
0.371 -1.211 2.481
1.693 -2.450 -0.853
-1.131 -1.603 0.213
0.080 -1.449 2.001
0.462 -0.818 -0.040
8.355 -3.220 9.198
-3.263 1.672 -0.186
9.054 -9.696 -12.780
1.970 2.088 -6.744
-1.294 1.563 -2.288
-0.096 0.974 2.220
0.968 0.283 2.511
-0.418 -2.183 -2.457
0.446 2.743 -9.231
-0.719 2.204 1.548
-0.170 -1.347 -1.168
-6.902 6.943 6.887
-1.206 -6.096 2.172
0.656 0.347 -1.425
1.123 -0.848 -3.489
-6.313 2.546 -5.521
-1.665 8.833 -11.025
0.931 2.005 5.163
1.611 -0.089 0.049
-0.360 -2.026 -0.256
0.867 -11.759 12.635
-7.774 5.103 -8.719
0.871 -0.650 -3.955
-0.993 -0.668 -3.264
1.090 2.617 8.932
-0.779 0.229 1.259
1.058 0.374 -0.853
0.134 1.170 0.444
4.982 1.794 14.021
-1.927 3.730 0.403
0.096 -2.189 4.261
0.359 0.805 0.670
1.863 1.145 -1.042
2.144 -0.581 -0.657
4.185 -2.625 5.974
-3.281 0.917 -5.887
-0.370 8.797 -11.629
-7.842 3.189 16.727
7.793 -4.382 0.942
-1.552 0.598 -1.515
-2.788 0.776 2.596

Results
DFT total energy: -1307.648366 Ha
multiplicity: 1

---

Entry 3:
The following is a quantum chemistry calculation of the ion C5H6ClO3 with charge -1, from the OMol25 dataset.

Last column: Löwdin charge in e.
Positions of all 15 atoms, in Å:
H 0.3190 2.4421 -0.1054  0.08
C -0.5677 1.8854 -0.4790  -0.13
Cl -2.4266 0.4306 0.8907  0.65
C -0.1676 -0.5073 -0.1913  -0.49
H -0.3841 1.6788 -1.6307  0.12
C -0.6814 -1.8326 0.2993  -0.08
C 2.2640 -0.1623 0.0700  -0.76
H -1.7818 -1.7723 0.1728  0.03
H -0.2208 -2.7713 -0.0977  0.08
O 2.2608 -0.2875 1.2748  0.02
H -1.4234 2.6084 -0.3316  0.06
H -0.4348 -1.9857 1.4188  0.11
C -0.8842 0.5560 0.1497  -0.70
O 3.1250 0.1126 -0.7064  0.02
O 1.0036 -0.3951 -0.7341  0.01

Force components x, y, z for each atom (eV/Å):
-0.297 -0.740 -0.066
-0.169 1.041 -1.604
-0.800 0.134 0.527
-1.015 -1.526 2.695
-0.360 0.735 2.241
0.249 -1.363 1.447
0.186 -0.019 0.295
0.694 -0.853 0.175
-0.419 1.048 -0.488
-1.466 -0.390 1.125
0.753 -0.859 -0.416
-0.568 0.669 -1.453
0.455 1.529 -1.424
1.992 0.643 -1.947
0.765 -0.049 -1.107

Results
SMILES: C/C(Cl)=C(/C)OC(=O)[O-]
DFT total energy: -880.079291 Ha
total charge: -1
multiplicity: 1

---

Entry 4:
The following is a quantum chemistry calculation of the molecule C16H28N2O, from the OMol25 dataset.

Last column: Löwdin charge in e.
Positions of all 47 atoms, in Å:
N -0.9714 0.6477 0.4911  -0.13
H -3.5162 -0.9054 4.2927  0.06
H 2.9479 -3.8030 -1.9637  0.07
H -2.4272 1.1774 -0.8826  0.13
H 0.5165 -1.6125 1.0133  0.12
H -2.6160 0.2509 5.0257  0.06
H 0.0220 -2.4880 -1.8617  0.15
C 0.6199 -2.4983 -0.9429  -0.35
C -1.0358 2.7682 -0.8276  -0.27
H -1.0595 -1.9552 0.3047  0.12
O -0.4807 3.7474 -0.0787  0.04
C -1.7889 1.6681 -0.1428  -0.10
H 0.9955 -4.6270 -1.1693  0.07
C 2.0205 -1.9618 -1.2756  -0.36
C -1.3026 1.1543 2.8895  -0.18
H -0.7164 -0.1696 -1.3697  0.15
H 2.6216 -1.9798 -0.3589  0.15
H -1.0539 2.3715 -2.9729  0.11
H -2.0650 1.9134 2.7167  0.10
C -0.0562 -1.5869 0.0847  -0.12
H 2.9196 -0.1303 -1.9733  0.12
H -2.4288 2.1018 0.6285  0.12
H 0.4321 4.6286 -3.0777  0.10
H 1.8449 0.3882 0.1910  0.12
C 0.6597 -3.9290 -0.4078  -0.07
C 0.0296 4.1617 -2.2022  -0.06
C -0.1631 -0.1453 -0.4235  -0.31
H 0.6631 5.4221 -0.4814  0.12
H -2.4874 -0.4919 2.2006  0.10
H 1.1947 1.4059 -1.0968  0.11
H 3.6676 -2.3382 -2.6194  0.08
C 1.2467 0.3825 -0.7221  -0.13
N -3.0334 -0.0263 4.1426  -0.02
H -0.7475 1.4455 3.7845  0.11
H 0.1622 2.0655 1.5981  0.12
H 1.3310 -3.9973 0.4459  0.09
C 0.1604 4.5812 -0.9162  -0.12
H 2.1080 -2.8955 -3.2247  0.08
H 0.4489 0.3559 1.9639  0.11
H -0.3335 -4.2346 -0.0859  0.08
C 2.7274 -2.8061 -2.3345  -0.07
H 1.3461 -0.4831 -2.6876  0.12
C -2.0014 -0.1810 3.1280  -0.31
C -0.7491 2.9799 -2.1459  -0.04
C 1.9189 -0.5120 -1.7573  -0.16
H -1.2469 -0.9440 3.3870  0.11
C -0.3234 1.0846 1.7140  -0.20

Force components x, y, z for each atom (eV/Å):
-0.163 0.043 -0.033
0.025 0.110 0.076
0.042 -0.145 -0.042
-0.006 0.142 0.031
0.056 -0.011 0.145
-0.106 -0.081 -0.026
-0.001 0.045 -0.069
0.243 -0.085 0.504
-0.350 -0.404 -0.864
-0.043 -0.018 0.064
-0.126 -0.088 0.459
0.231 0.112 0.161
0.052 -0.144 -0.027
-0.161 0.012 -0.526
0.025 -0.385 -0.241
0.012 -0.021 -0.030
-0.024 0.013 0.082
-0.120 -0.197 -0.126
-0.036 0.090 0.049
-0.144 0.115 -0.553
0.007 -0.009 -0.101
-0.111 0.003 -0.109
0.115 0.163 -0.128
0.019 0.016 0.091
-0.077 0.202 -0.254
0.180 0.283 0.433
0.244 -0.184 0.274
0.027 0.087 0.147
0.115 -0.028 0.044
0.039 0.034 0.081
0.106 0.007 -0.070
-0.229 0.052 -0.292
-0.106 -0.059 0.237
-0.004 0.084 0.048
0.096 -0.166 0.029
0.094 -0.031 0.130
0.307 0.253 -0.767
-0.074 -0.030 -0.146
0.068 0.034 -0.010
-0.087 -0.085 0.056
-0.018 0.089 0.314
-0.006 -0.009 -0.132
0.127 0.159 -0.085
-0.275 -0.152 0.598
0.162 -0.020 0.417
-0.056 0.066 -0.115
-0.066 0.136 0.276

Results
SMILES: C[C@H]1CC[C@H](N(CCCN)Cc2ccco2)C[C@@H]1C
DFT total energy: -811.198545 Ha
multiplicity: 1

---

Calculated maximum force in order - 2.51 18.75 3.26 1.02 eV/Å